A single H3N4P molecule. Source: OMol25; level of theory: ωB97M-V with the def2-TZVPD basis set.

Computed properties:
Frontier orbital gap (alpha / beta)   7.18 / 7.83 eV
DFT total energy   -15293.285 eV
HOMO energy (alpha / beta)   -0.2870 / -0.2884 Ha
Energy above the lowest of the compared OMol25 structures with the same formula, charge and spin   0.0 kJ/mol
SMILES   [H]/N=N\P=N\N
Strongest force on any atom   2.214 eV/A

ORCA input file:
```
! wB97M-V def2-TZVPD RIJCOSX def2/J DEFGRID3
* xyz 0 1
N -0.1208 -1.7380 -1.0668
H 0.2643 -1.8456 -1.9844
H -0.9221 -2.4065 -0.8425
N -0.2500 1.5214 1.0534
N 0.3250 -0.8084 -0.2773
N 0.2263 2.6263 1.1445
H 1.2303 2.6259 0.9770
P -0.7528 0.0249 0.9962
*
```